No. 1
This record from the Open Molecules 2025 dataset describes a molecular structure, C30H60BN2P4Pt. The level of theory is the ωB97M-V functional and the def2-TZVPD basis.

## Properties
* net charge: +1
* energy relative to the best compared isomer or geometry (same formula, charge and spin): 0.028 eV
* Kohn-Sham gap: 8.0 eV
* lowest unoccupied orbital energy: -1.67 eV

Atoms and positions in Å:
Pt (-0.489, 0.044, -0.161)
C (2.358, -1.017, 3.736)
C (1.210, -1.392, 2.789)
C (1.845, -1.982, 1.533)
C (0.362, -2.505, 3.414)
P (0.144, 0.090, 2.259)
C (1.336, 1.512, 2.328)
N (2.008, 1.452, 1.065)
B (1.382, 0.886, -0.090)
N (2.391, 0.914, -1.101)
C (2.183, 0.359, -2.403)
P (0.501, -0.436, -2.301)
C (0.873, -2.244, -2.688)
C (2.118, -2.651, -1.888)
C (-0.301, -3.101, -2.228)
C (1.152, -2.556, -4.160)
C (-0.324, 0.432, -3.754)
C (0.365, 0.284, -5.118)
C (-0.292, 1.935, -3.420)
C (-1.765, -0.053, -3.869)
C (3.556, 1.482, -0.588)
C (4.785, 1.716, -1.173)
C (5.781, 2.293, -0.388)
C (5.547, 2.624, 0.940)
C (4.308, 2.392, 1.533)
C (3.317, 1.818, 0.760)
C (-0.959, 0.558, 3.731)
C (-2.204, -0.325, 3.850)
C (-0.208, 0.518, 5.071)
C (-1.410, 2.018, 3.539)
H (2.866, -1.938, 4.031)
H (2.034, -0.519, 4.648)
H (3.097, -0.390, 3.235)
H (2.475, -2.829, 1.818)
H (2.472, -1.249, 1.024)
H (1.080, -2.328, 0.839)
H (1.003, -3.380, 3.547)
H (-0.456, -2.806, 2.759)
H (-0.042, -2.252, 4.390)
H (2.025, 1.404, 3.166)
H (0.795, 2.451, 2.458)
H (2.944, -0.377, -2.669)
H (2.193, 1.123, -3.182)
H (2.090, -2.279, -0.870)
H (3.041, -2.312, -2.354)
H (2.160, -3.742, -1.851)
H (-0.472, -2.989, -1.155)
H (-0.082, -4.152, -2.435)
H (-1.214, -2.840, -2.761)
H (1.900, -1.895, -4.597)
H (0.250, -2.524, -4.768)
H (1.544, -3.575, -4.217)
H (1.443, 0.440, -5.068)
H (-0.038, 1.055, -5.779)
H (0.175, -0.674, -5.591)
H (0.683, 2.371, -3.636)
H (-0.526, 2.140, -2.377)
H (-1.018, 2.448, -4.055)
H (-1.811, -1.095, -4.192)
H (-2.307, 0.548, -4.604)
H (-2.273, 0.037, -2.910)
H (4.970, 1.462, -2.209)
H (6.752, 2.487, -0.823)
H (6.338, 3.074, 1.525)
H (4.128, 2.661, 2.567)
H (-1.963, -1.368, 4.043)
H (-2.831, -0.275, 2.961)
H (-2.801, 0.032, 4.692)
H (0.054, -0.486, 5.391)
H (-0.866, 0.940, 5.835)
H (0.695, 1.128, 5.055)
H (-1.602, 2.266, 2.501)
H (-0.666, 2.719, 3.917)
H (-2.329, 2.188, 4.104)
C (-3.448, -2.152, -1.390)
P (-2.612, -1.221, -0.051)
C (-2.723, -2.529, 1.216)
C (-4.002, -0.048, 0.340)
C (-3.572, 1.347, 0.793)
P (-2.212, 1.953, -0.291)
C (-1.879, 3.675, 0.235)
C (-3.244, 2.355, -1.760)
H (-4.474, -2.344, -1.070)
H (-2.960, -3.108, -1.554)
H (-3.475, -1.601, -2.327)
H (-3.732, -2.944, 1.254)
H (-2.452, -2.157, 2.197)
H (-2.027, -3.326, 0.946)
H (-4.665, -0.516, 1.072)
H (-4.580, 0.032, -0.583)
H (-3.222, 1.319, 1.820)
H (-4.420, 2.037, 0.759)
H (-2.806, 4.224, 0.407)
H (-1.335, 4.158, -0.579)
H (-1.253, 3.730, 1.122)
H (-4.071, 2.994, -1.441)
H (-3.656, 1.465, -2.232)
H (-2.663, 2.893, -2.505)

No. 2
This record from the Open Molecules 2025 dataset describes 10 unconnected molecules or ions with the total composition C30H60Br10O10S5. The level of theory is the ωB97M-V functional and the def2-TZVPD basis.

## Properties
* net charge: 0
* energy relative to the best compared isomer or geometry (same formula, charge and spin): 4.510 eV
* Kohn-Sham gap: 9.5 eV
* lowest unoccupied orbital energy: -0.12 eV
* SMILES string: O=S1(=O)CCCC1.O=S1(=O)CCCC1.O=S1(=O)CCCC1.O=S1(=O)CCCC1.O=S1(=O)CCCC1.BrCCBr.BrCCBr.BrCCBr.BrCCBr.BrCCBr

Atoms and positions in Å:
C (14.111, 34.936, -49.854)
C (15.081, 36.072, -50.247)
C (16.204, 36.204, -49.212)
S (15.212, 36.166, -47.597)
O (14.513, 37.451, -47.533)
O (16.048, 35.627, -46.557)
C (13.973, 34.845, -48.280)
H (14.633, 34.040, -50.190)
H (13.221, 34.867, -50.479)
H (14.497, 36.982, -50.382)
H (15.306, 35.876, -51.296)
H (16.795, 37.117, -49.142)
H (16.821, 35.310, -49.121)
H (13.024, 35.217, -47.893)
H (14.231, 33.812, -48.046)
C (12.707, 32.108, -55.083)
C (12.434, 30.683, -54.676)
C (11.964, 29.979, -55.965)
S (13.131, 30.479, -57.216)
O (12.445, 30.889, -58.386)
O (14.221, 29.528, -57.087)
C (13.585, 31.983, -56.340)
H (13.186, 32.701, -54.303)
H (11.881, 32.763, -55.358)
H (11.930, 30.431, -53.744)
H (13.428, 30.272, -54.502)
H (11.090, 30.565, -56.248)
H (11.670, 28.932, -55.890)
H (13.654, 32.828, -57.026)
H (14.606, 31.928, -55.963)
C (8.848, 30.929, -45.455)
C (7.592, 31.767, -45.057)
C (7.678, 33.262, -45.511)
S (9.576, 33.552, -45.699)
O (10.046, 34.567, -44.775)
O (9.987, 33.689, -47.072)
C (10.098, 31.911, -45.086)
H (8.860, 30.513, -46.463)
H (8.974, 30.121, -44.734)
H (7.587, 31.611, -43.978)
H (6.710, 31.324, -45.519)
H (7.274, 33.905, -44.729)
H (7.085, 33.620, -46.353)
H (10.312, 32.067, -44.029)
H (11.059, 31.708, -45.558)
C (6.590, 34.824, -54.778)
C (6.209, 33.399, -55.397)
C (7.137, 32.357, -54.837)
S (8.786, 33.139, -54.707)
O (9.448, 32.766, -55.937)
O (9.349, 32.799, -53.395)
C (8.043, 34.857, -54.641)
H (6.007, 34.937, -53.864)
H (6.232, 35.556, -55.502)
H (6.302, 33.623, -56.459)
H (5.137, 33.242, -55.521)
H (7.286, 31.539, -55.542)
H (6.984, 31.873, -53.872)
H (8.508, 35.348, -55.495)
H (8.448, 35.364, -53.765)
C (16.470, 29.050, -45.081)
C (15.811, 28.213, -46.100)
C (15.752, 28.997, -47.446)
S (15.471, 30.729, -46.843)
O (14.093, 31.139, -47.045)
O (16.618, 31.576, -47.340)
C (15.657, 30.316, -44.961)
H (17.368, 29.453, -45.549)
H (16.475, 28.532, -44.122)
H (14.842, 27.826, -45.787)
H (16.373, 27.286, -46.219)
H (14.835, 28.873, -48.021)
H (16.670, 29.118, -48.020)
H (14.723, 30.000, -44.496)
H (15.944, 31.283, -44.547)
Br (5.043, 31.539, -50.929)
C (6.379, 33.019, -51.262)
C (7.669, 32.679, -50.549)
Br (7.222, 32.529, -48.590)
H (5.965, 33.954, -50.883)
H (6.489, 33.082, -52.344)
H (8.463, 33.383, -50.798)
H (7.987, 31.719, -50.956)
Br (9.083, 29.608, -52.759)
C (9.562, 27.854, -51.764)
C (8.333, 27.020, -51.675)
Br (6.702, 28.045, -51.025)
H (9.929, 28.202, -50.799)
H (10.319, 27.247, -52.261)
H (8.701, 26.189, -51.074)
H (8.286, 26.447, -52.601)
Br (13.301, 27.983, -51.920)
C (14.716, 26.939, -52.852)
C (16.152, 27.584, -52.656)
Br (17.525, 26.566, -53.754)
H (14.210, 26.897, -53.817)
H (14.520, 25.919, -52.521)
H (16.526, 27.753, -51.647)
H (16.103, 28.577, -53.103)
Br (9.904, 30.226, -49.168)
C (11.720, 30.677, -49.730)
C (11.674, 31.455, -51.015)
Br (13.603, 31.805, -51.449)
H (12.331, 29.811, -49.985)
H (12.300, 31.170, -48.950)
H (11.263, 32.446, -50.825)
H (11.304, 31.070, -51.965)
Br (10.331, 35.697, -51.413)
C (9.813, 35.470, -49.506)
C (10.410, 36.491, -48.451)
Br (9.569, 38.243, -48.602)
H (10.010, 34.421, -49.284)
H (8.741, 35.649, -49.426)
H (11.425, 36.771, -48.732)
H (10.318, 36.026, -47.470)